[1]
{
  "formula": "C27H51N4O21",
  "method": "wB97M-V/def2-TZVPD",
  "species": ["O", "O", "O", "O", "O", "O", "O", "O", "O", "O", "O", "O", "O", "O", "O", "O", "O", "O", "O", "O", "O", "N", "N", "N", "N", "C", "C", "C", "C", "C", "C", "C", "C", "C", "C", "C", "C", "C", "C", "C", "C", "C", "C", "C", "C", "C", "C", "C", "C", "C", "C", "C", "H", "H", "H", "H", "H", "H", "H", "H", "H", "H", "H", "H", "H", "H", "H", "H", "H", "H", "H", "H", "H", "H", "H", "H", "H", "H", "H", "H", "H", "H", "H", "H", "H", "H", "H", "H", "H", "H", "H", "H", "H", "H", "H", "H", "H", "H", "H", "H", "H", "H", "H"],
  "positions_angstrom": [[-4.6324, -0.5153, 1.2559], [10.2226, 3.9753, 3.7812], [-4.1823, -2.6008, 0.8784], [9.8675, 6.0612, 4.2340], [8.1048, 4.6378, 4.2401], [-6.8226, 4.3530, -4.0964], [-0.5619, 1.1500, -2.3544], [4.6000, 3.9130, 0.7629], [-6.3290, -2.0147, 1.3011], [7.0961, 0.3985, 1.7782], [-10.2540, -6.5377, 1.5747], [-4.7321, 5.2243, -4.1151], [-1.9302, 1.7349, -0.6418], [3.6527, 2.1456, -0.0313], [7.4692, -1.6816, 1.3241], [3.5681, 4.0573, -1.2488], [5.3415, -1.0359, 1.7786], [-9.3844, -4.7075, 2.3387], [-10.3975, -4.6606, 0.3137], [-1.3421, 3.2569, -2.0587], [-5.1727, 3.0970, -3.4731], [-1.6572, -4.5084, -2.1529], [4.4292, -5.0439, -1.1869], [3.0310, -3.3919, -2.1584], [2.2883, -4.3278, -0.1015], [-0.6211, 3.6555, -3.2293], [-7.3162, 5.6063, -4.5709], [-3.7773, 2.9189, -3.2355], [3.9058, 3.4401, -0.2741], [9.7321, 2.6475, 3.6076], [9.2798, 4.8688, 4.0998], [0.9862, -4.3547, -0.7547], [6.2010, 1.4639, 2.1242], [-10.0474, -5.2419, 1.3080], [-0.9040, -5.6249, -1.9893], [2.9144, 1.4819, -1.0488], [-1.8717, 0.3877, -0.1818], [6.9950, -3.0119, 1.1458], [0.3915, -5.5616, -1.3286], [-5.5738, 0.5195, 1.5550], [-5.4989, 4.3177, -3.9156], [4.9535, 5.2949, 0.6600], [-1.2121, 1.9670, -1.7459], [0.1333, -3.1526, -0.9500], [-4.6126, -3.9573, 0.7455], [-5.1683, -1.7379, 1.1602], [-10.9581, -7.2405, 0.5516], [8.9742, 7.1209, 4.5761], [3.2762, -4.2440, -1.1647], [-1.1146, -3.3696, -1.6608], [6.5165, -0.7931, 1.6421], [-9.0926, -3.3160, 2.1907], [8.2241, 7.2591, 3.7966], [-3.4293, 3.6038, -2.4687], [-8.3955, 5.5148, -4.6789], [9.5622, 8.0333, 4.6571], [2.7360, -2.4266, -2.0178], [0.9770, -6.5144, -1.2481], [-10.0134, -2.7362, 2.1122], [4.0601, 5.9178, 0.6112], [-6.3227, 0.5979, 0.7666], [6.2769, -3.0582, 0.3241], [8.4983, 6.9279, 5.5381], [-2.2710, -0.2936, -0.9346], [0.4582, -2.1538, -0.5632], [5.5902, 5.4655, -0.2085], [-0.9785, 3.1138, -4.1051], [5.4511, 1.6029, 1.3490], [-3.2118, 3.0515, -4.1588], [4.9116, -4.7912, -2.0648], [-3.6294, 1.8985, -2.8828], [-0.8030, 4.7177, -3.3809], [-5.0490, -4.3158, 1.6784], [-6.8884, 5.8446, -5.5452], [-5.0250, 1.4585, 1.6065], [-11.0659, -8.2738, 0.8769], [2.3705, -3.5208, 0.5319], [-8.4561, -3.1464, 1.3242], [3.0783, -3.7397, -3.1186], [10.5779, 2.0116, 3.3524], [9.2880, 2.2764, 4.5321], [6.5501, -3.3898, 2.0672], [-0.8469, 0.1162, 0.0809], [-11.9523, -6.8164, 0.4072], [1.9326, 1.9391, -1.1763], [-2.4868, 0.3107, 0.7107], [-5.3237, -4.0570, -0.0752], [3.4659, 1.4863, -1.9905], [-8.5560, -2.9937, 3.0812], [-6.0478, 0.3409, 2.5204], [4.0909, -6.0061, -1.3727], [2.7754, 0.4478, -0.7333], [5.5117, 5.5584, 1.5568], [-1.2629, -6.6176, -2.3573], [-1.7265, -2.4438, -1.8272], [-7.1049, 6.3999, -3.8535], [-3.7346, -4.5603, 0.5188], [7.8510, -3.6354, 0.8933], [9.0107, 2.6081, 2.7910], [-10.3951, -7.2271, -0.3825], [0.4500, 3.5025, -3.0922], [6.7866, 2.3775, 2.2053], [5.7282, 1.2715, 3.0879]],
  "lowdin_charge": [-0.0282, 0.0084, -0.0103, 0.0068, 0.1132, 0.0043, 0.1037, -0.0083, 0.1302, 0.0125, -0.0010, 0.1268, 0.0113, -0.0176, 0.0067, 0.1377, 0.1056, 0.0021, 0.1246, -0.0377, 0.0162, 0.0617, 0.2098, 0.2266, 0.1154, -0.0247, -0.0404, -0.0398, -0.6059, -0.0386, -0.6120, -0.2430, -0.0160, -0.6145, -0.1040, -0.0373, -0.0341, -0.0524, -0.0087, -0.0255, -0.6085, -0.0234, -0.6387, 0.0100, -0.0355, -0.5980, -0.0460, -0.0405, -0.3174, -0.1250, -0.6091, -0.0444, 0.0946, 0.0997, 0.0946, 0.0955, 0.1462, 0.1091, 0.1005, 0.1018, 0.1037, 0.0711, 0.0994, 0.0887, 0.1061, 0.1019, 0.0938, 0.0698, 0.0993, 0.1265, 0.1003, 0.1083, 0.1018, 0.0988, 0.0956, 0.0928, 0.1589, 0.0764, 0.1590, 0.0977, 0.1024, 0.1010, 0.0893, 0.0988, 0.0862, 0.0842, 0.1032, 0.1029, 0.0932, 0.1015, 0.1433, 0.0794, 0.0950, 0.1240, 0.1114, 0.0988, 0.0831, 0.0972, 0.0780, 0.0965, 0.0959, 0.0845, 0.1112],
  "energy_ha": -2858.2068,
  "gap_ev": 6.6,
  "e_homo_ev": -11.8496,
  "charge": 1
}

[2]
{
  "formula": "C4H6N4O2",
  "method": "wB97M-V/def2-TZVPD",
  "species": ["O", "O", "N", "N", "N", "N", "C", "C", "C", "C", "H", "H", "H", "H", "H", "H"],
  "positions_angstrom": [[-2.2817, 1.6736, -0.6907], [-3.3367, 0.6698, 0.9208], [-0.6482, -2.3026, -0.1524], [1.4459, 0.6692, -0.5123], [-1.6109, -1.4847, 0.0923], [-2.3810, 0.6955, 0.0969], [2.0667, 1.3373, 0.5183], [0.5418, -1.7450, -0.4775], [-1.4180, -0.2227, 0.0208], [0.7968, -0.4681, -0.6303], [-2.5186, -1.9947, 0.2644], [2.8858, 0.6910, 1.1363], [1.2342, -2.5863, -0.5599], [1.2140, 1.2365, -1.2797], [1.3044, 1.6956, 1.2062], [2.7054, 2.1355, 0.0468]],
  "nbo_charge": [-0.4034, -0.4229, -0.3313, -0.5415, -0.2559, 0.4044, -0.4131, -0.1309, 0.0888, 0.2846, 0.4201, 0.2099, 0.2527, 0.3998, 0.2171, 0.2217],
  "energy_ha": -525.2173,
  "de_lowest_kcal_mol": 245.73,
  "gap_ev": [7.8, 7.8],
  "e_homo_ev": [-8.4329, -8.4325]
}

[3]
{
  "formula": "C18H50MgO8",
  "method": "wB97M-V/def2-TZVPD",
  "species": ["Mg", "O", "O", "O", "O", "O", "O", "O", "O", "C", "C", "C", "C", "C", "C", "C", "C", "C", "C", "C", "C", "C", "C", "C", "C", "C", "C", "H", "H", "H", "H", "H", "H", "H", "H", "H", "H", "H", "H", "H", "H", "H", "H", "H", "H", "H", "H", "H", "H", "H", "H", "H", "H", "H", "H", "H", "H", "H", "H", "H", "H", "H", "H", "H", "H", "H", "H", "H", "H", "H", "H", "H", "H", "H", "H", "H", "H"],
  "positions_angstrom": [[-2.5874, -0.8917, -2.9891], [-1.2198, 0.0448, -1.9431], [-2.0217, 1.8640, 0.2248], [-2.0886, -3.7036, 4.6093], [-1.1692, 4.5654, -0.6144], [-1.1083, 4.3796, -6.2283], [-3.6310, -2.2189, -1.7536], [1.4406, -5.1166, 2.1660], [1.7248, 0.2098, 4.0189], [-2.4804, -4.1170, -0.6567], [0.2082, -1.4555, -0.7244], [0.0864, 5.0886, -0.6361], [2.3223, -0.4766, 2.9435], [0.5342, 5.6800, 0.7348], [2.0125, -4.4488, 1.0286], [3.2838, 0.4496, 2.2581], [1.0899, 0.8516, -1.3901], [0.0183, 3.5034, -6.0968], [0.2509, 6.1129, -1.7466], [-1.9364, -3.7051, 3.1981], [-1.8663, 1.2157, 1.4764], [3.4849, -4.8331, 0.8915], [-0.5380, 1.6143, 2.1471], [-0.9867, -2.6016, 2.7713], [0.3358, 3.2331, -4.6459], [0.1438, -0.2845, -1.6917], [-3.1793, -2.7582, -0.4750], [-4.2450, -2.8506, -2.1570], [-1.5880, 4.0785, -7.0034], [1.2200, -1.7422, -0.4356], [-2.6504, 1.5642, 2.1542], [0.7631, 4.2207, -0.7636], [-2.5098, -1.9897, -0.0927], [-0.5183, -2.7914, 1.8060], [3.9947, 0.9147, 2.9412], [4.0025, -4.1336, 0.2342], [0.4248, -0.7400, -2.6623], [0.6783, 4.1194, -4.1167], [1.5563, 6.0411, 0.6000], [-2.9161, -3.5315, 2.7350], [0.5485, 1.5823, -0.7757], [1.1698, 2.5219, -4.6164], [2.8022, 1.2054, 1.6370], [-4.0919, -2.9177, 0.1011], [-0.5628, 1.3862, 3.2195], [2.8476, -1.3881, 3.2753], [3.5261, -5.8821, 0.6120], [-0.4199, 2.6934, 2.0704], [1.6437, -4.5206, 2.8964], [1.9363, 0.5424, -0.7788], [-1.5052, -4.6611, 2.8680], [-1.9153, 0.1175, 1.4853], [1.4003, -0.4005, 4.6862], [1.6142, -0.9045, 2.2123], [-0.2550, 2.5269, -6.5240], [1.8052, -3.3769, 1.0590], [1.4263, 1.3835, -2.2768], [0.4672, 4.9945, 1.5791], [0.1459, 5.5938, -2.7015], [-3.2427, -4.7966, -1.0415], [-0.1362, -2.4535, 3.4425], [-0.2977, -1.0855, 0.1800], [-2.8703, -4.2138, 4.8366], [-2.1596, -4.4608, 0.3296], [1.2393, 6.5911, -1.7653], [-0.3356, -2.3359, -1.0681], [-0.4575, 6.9413, -1.7736], [0.8610, 3.8396, -6.7055], [1.4936, -4.8455, 0.1521], [-1.5650, -1.6771, 2.8149], [3.9486, -0.0821, 1.5630], [0.3253, 1.0498, 1.7993], [-0.4850, 2.7336, -4.1354], [-1.5715, -4.1064, -1.2544], [-0.1165, 6.5172, 1.0034], [3.9895, -4.7400, 1.8570], [-1.5383, 1.2672, -0.3782]],
  "lowdin_charge": [1.0086, -0.3998, -0.0812, -0.0660, -0.1501, -0.0772, -0.2037, -0.0881, -0.0659, -0.0542, -0.0641, -0.6321, -0.3592, -0.0728, -0.3185, -0.0874, -0.0239, -0.3259, -0.0823, -0.3281, -0.3158, -0.0784, -0.0688, -0.0803, -0.0852, -0.5628, -0.2263, 0.1030, 0.0710, 0.0703, 0.1079, 0.1225, 0.0972, 0.0499, 0.0802, 0.0737, 0.1131, 0.0591, 0.0612, 0.1057, 0.0742, 0.0702, 0.0670, 0.1258, 0.0675, 0.1094, 0.0754, 0.0724, 0.0768, 0.0714, 0.1039, 0.0717, 0.0864, 0.0816, 0.1016, 0.0779, 0.0701, 0.0505, 0.0409, 0.0821, 0.0734, 0.0637, 0.0824, 0.0721, 0.0663, 0.0518, 0.0752, 0.1063, 0.1065, 0.0712, 0.0757, 0.0375, 0.0771, 0.0683, 0.0701, 0.0727, 0.0275],
  "energy_ha": -1517.5529,
  "gap_ev": 2.1,
  "e_homo_ev": -5.2079
}

[4]
{
  "formula": "C4H8O2",
  "method": "wB97M-V/def2-TZVPD",
  "species": ["O", "O", "C", "C", "C", "C", "H", "H", "H", "H", "H", "H", "H", "H"],
  "positions_angstrom": [[2.8400, 0.4169, 0.0439], [0.4685, 1.3979, -0.2812], [1.7985, -0.5078, 0.1050], [-2.1319, 0.4646, -0.3025], [0.4582, 0.2170, 0.0066], [-0.8370, -0.4805, 0.2535], [-1.8727, 1.3915, -0.8475], [1.8735, -1.2499, -0.7106], [-0.7207, -1.5500, -0.1086], [-2.2660, -0.4260, -0.8571], [-2.8256, 0.7574, 0.5048], [2.4070, 1.2644, -0.1676], [-1.0277, -0.6186, 1.3152], [1.8360, -1.0771, 1.0461]],
  "nbo_charge": [-0.7119, -0.5667, -0.1604, -0.6228, 0.5615, -0.5140, 0.2400, 0.1875, 0.2188, 0.2277, 0.2169, 0.4894, 0.2465, 0.1877],
  "energy_ha": -307.6328,
  "de_lowest_kcal_mol": 49.99,
  "gap_ev": 11.1,
  "e_homo_ev": -10.2322,
  "smiles": "CCC(=O)CO"
}